Entry 1:
# C28H36NO3

The ion C28H36NO3 with charge +1 (ωB97M-V/def2-TZVPD, the Open Molecules 2025 dataset).

The net charge is +1. The value obtained for the energy is -1368.805267 a.u. As for the HOMO energy: -10.7 eV. The value obtained for the HOMO-LUMO gap is 8.8 eV. The maximum force is 0.9 eV Å⁻¹. For the energy relative to the best compared isomer or geometry (same formula, charge and spin), the calculation gives 0.0000 eV.

Last column: natural (NBO) charge in e.
Positions of all 68 atoms, in Å:
C: 0.77 0.81 -3.97  -0.255
O: 1.39 1.13 -2.74  -0.521
C: 0.65 1.71 -1.76  0.380
C: -0.75 1.72 -1.74  -0.415
C: -1.44 2.31 -0.70  0.370
O: -2.79 2.36 -0.60  -0.483
C: -3.58 1.85 -1.64  -0.260
C: -0.73 2.93 0.36  0.232
O: -1.49 3.48 1.33  -0.478
C: -0.87 4.26 2.32  -0.253
C: 0.65 2.90 0.34  -0.284
C: 1.36 2.27 -0.69  -0.190
C: 2.88 2.29 -0.71  -0.419
C: 3.54 0.91 -0.57  -0.409
C: 3.26 0.24 0.78  -0.039
C: 4.02 -1.06 0.95  -0.627
N: 1.79 -0.01 0.85  -0.655
C: 1.16 -0.17 2.17  -0.215
C: -0.36 -0.30 1.99  -0.416
C: -0.81 -1.73 1.63  -0.267
C: 0.06 -2.34 0.56  -0.048
C: 0.00 -1.87 -0.76  -0.205
C: 0.80 -2.44 -1.74  -0.210
C: 1.67 -3.46 -1.42  -0.216
C: 1.74 -3.94 -0.12  -0.194
C: 0.94 -3.38 0.86  -0.230
C: -2.26 -1.80 1.19  -0.039
C: -3.12 -0.70 1.14  -0.233
C: -4.43 -0.86 0.72  -0.202
C: -4.90 -2.09 0.32  -0.206
C: -4.06 -3.19 0.36  -0.212
C: -2.75 -3.04 0.79  -0.152
H: 1.57 0.50 -4.63  0.213
H: 0.26 1.68 -4.40  0.191
H: 0.05 -0.01 -3.86  0.171
H: -1.29 1.29 -2.57  0.241
H: -3.45 0.76 -1.75  0.184
H: -4.61 2.06 -1.36  0.214
H: -3.36 2.34 -2.59  0.184
H: -1.67 4.68 2.92  0.216
H: -0.28 5.08 1.88  0.184
H: -0.22 3.66 2.97  0.167
H: 1.21 3.38 1.12  0.231
H: 3.24 2.95 0.07  0.215
H: 3.20 2.70 -1.67  0.245
H: 4.61 1.03 -0.67  0.237
H: 3.20 0.26 -1.37  0.227
H: 3.51 0.93 1.60  0.211
H: 3.78 -1.76 0.15  0.223
H: 5.09 -0.87 0.92  0.242
H: 3.80 -1.54 1.90  0.220
H: 1.55 -0.85 0.29  0.483
H: 1.35 0.81 0.36  0.509
H: 1.57 -1.05 2.68  0.223
H: 1.39 0.71 2.77  0.223
H: -0.67 0.40 1.22  0.220
H: -0.85 -0.01 2.92  0.244
H: -0.71 -2.34 2.53  0.227
H: -0.70 -1.09 -1.00  0.220
H: 0.74 -2.08 -2.76  0.220
H: 2.29 -3.91 -2.19  0.230
H: 2.40 -4.75 0.13  0.230
H: 0.98 -3.77 1.87  0.223
H: -2.79 0.28 1.45  0.216
H: -5.08 0.01 0.70  0.219
H: -5.92 -2.20 -0.01  0.223
H: -4.41 -4.16 0.07  0.222
H: -2.10 -3.90 0.83  0.205


Entry 2:
# C28H36P2PdSi

A structure of composition C28H36P2PdSi in a non-equilibrium geometry (ωB97M-V/def2-TZVPD, the Open Molecules 2025 dataset).

The net charge is 0. The value obtained for the energy is -2188.421405 a.u. As for the HOMO energy (alpha / beta): -5.0 / -5.9 eV. The value obtained for the HOMO-LUMO gap (alpha / beta) is 5.6 / 6.3 eV. The spin multiplicity is 3. The maximum force is 3.8 eV Å⁻¹. For the energy relative to the best compared isomer or geometry (same formula, charge and spin), the calculation gives 0.0000 eV.

Last column: natural (NBO) charge in e.
Positions of all 68 atoms, in Å:
C: 0.35 2.61 1.09  -0.366
C: -0.86 2.50 0.32  -0.372
C: -1.94 2.29 1.23  -0.320
H: -0.94 2.57 -0.76  0.232
C: -1.41 2.28 2.56  -0.387
C: 0.01 2.49 2.47  -0.330
H: 0.69 2.56 3.31  0.216
H: 1.35 2.78 0.70  0.225
H: -2.99 2.19 0.95  0.219
H: -1.97 2.14 3.48  0.219
Pd: -0.48 0.45 1.44  0.297
C: 0.99 0.38 -1.18  -1.040
H: -0.09 0.39 -1.00  0.223
H: 1.55 1.03 -0.50  0.234
H: 1.37 -0.65 -1.09  0.216
Si: 1.52 1.06 -3.11  1.275
C: 2.56 -0.23 -3.93  -0.406
C: 3.58 0.18 -4.81  -0.228
H: 3.68 1.24 -5.06  0.211
C: 4.49 -0.74 -5.34  -0.213
H: 5.29 -0.40 -6.00  0.214
C: 4.37 -2.10 -5.02  -0.212
H: 5.09 -2.82 -5.41  0.215
C: 3.32 -2.53 -4.20  -0.211
H: 3.22 -3.59 -3.96  0.214
C: 2.39 -1.61 -3.69  -0.225
H: 1.54 -1.96 -3.09  0.217
C: -0.11 1.28 -4.00  -0.519
C: -0.07 1.85 -5.29  -0.135
H: 0.90 2.04 -5.77  0.204
C: -1.26 2.22 -5.94  -0.237
H: -1.21 2.70 -6.92  0.213
C: -2.50 1.97 -5.34  -0.205
H: -3.42 2.25 -5.84  0.214
C: -2.54 1.32 -4.10  -0.218
H: -3.50 1.07 -3.64  0.212
C: -1.35 0.99 -3.42  -0.190
H: -1.40 0.51 -2.45  0.220
H: 2.26 2.55 -3.09  0.062
H: 2.20 2.30 -3.94  -0.126
C: 2.31 0.00 3.36  -0.952
P: 0.81 -0.84 2.82  0.944
C: 1.25 -2.48 2.19  -0.961
C: -0.27 -1.12 4.27  -0.241
C: 0.21 -1.24 5.58  -0.218
C: -0.70 -1.35 6.64  -0.208
C: -2.07 -1.32 6.40  -0.203
C: -2.57 -1.20 5.10  -0.196
C: -1.67 -1.11 4.03  -0.385
P: -2.20 -0.84 2.30  0.990
C: -3.84 -0.10 2.40  -0.968
C: -2.42 -2.49 1.58  -0.954
H: 3.11 -0.29 2.66  0.246
H: 2.58 -0.30 4.38  0.218
H: 2.17 1.08 3.32  0.256
H: 2.34 -2.56 2.17  0.239
H: 0.83 -3.26 2.85  0.235
H: 0.85 -2.60 1.17  0.250
H: 1.28 -1.26 5.76  0.210
H: -0.32 -1.45 7.65  0.218
H: -2.78 -1.40 7.23  0.218
H: -3.64 -1.17 4.91  0.214
H: -3.81 0.84 2.97  0.257
H: -4.19 0.11 1.38  0.252
H: -4.53 -0.81 2.89  0.218
H: -3.21 -3.01 2.14  0.215
H: -1.48 -3.06 1.64  0.246
H: -2.72 -2.36 0.54  0.246


Entry 3:
# C28H36P2SiTc

A structure of composition C28H36P2SiTc in a non-equilibrium geometry (ωB97M-V/def2-TZVPD, the Open Molecules 2025 dataset).

The net charge is +2. The value obtained for the energy is -2140.816549 a.u. As for the HOMO energy (alpha / beta): -12.1 / -13.2 eV. The value obtained for the HOMO-LUMO gap (alpha / beta) is 7.1 / 2.6 eV. The spin multiplicity is 4. The maximum force is 4.3 eV Å⁻¹.

Last column: natural (NBO) charge in e.
Positions of all 68 atoms, in Å:
C: 0.69 1.46 0.14  -0.214
C: 0.87 1.29 -1.27  -0.307
C: -0.40 1.53 -1.88  -0.231
H: 1.81 1.01 -1.75  0.261
C: -1.34 1.81 -0.88  -0.275
C: -0.67 1.78 0.37  -0.198
H: -1.09 2.08 1.35  0.268
H: 1.47 1.45 0.91  0.264
H: -0.63 1.50 -2.96  0.240
H: -2.41 2.03 -1.03  0.262
Tc: -0.50 -0.17 -0.57  -0.160
C: -0.71 -1.98 -2.43  -0.967
H: -1.48 -1.26 -2.53  0.253
H: -1.05 -2.87 -1.84  0.277
H: 0.42 -1.81 -2.20  0.284
Si: 0.10 -0.78 -4.47  1.065
C: 1.49 -1.21 -5.65  -0.457
C: 2.41 -0.18 -5.87  -0.045
H: 2.29 0.78 -5.35  0.216
C: 3.51 -0.35 -6.71  -0.239
H: 4.24 0.46 -6.84  0.247
C: 3.71 -1.56 -7.38  -0.140
H: 4.59 -1.70 -8.03  0.251
C: 2.79 -2.59 -7.20  -0.092
H: 2.94 -3.53 -7.71  0.241
C: 1.68 -2.42 -6.35  -0.225
H: 0.98 -3.25 -6.21  0.233
C: -1.28 -0.09 -5.51  -0.334
C: -1.10 0.20 -6.88  -0.085
H: -0.24 -0.20 -7.43  0.238
C: -2.00 1.05 -7.56  -0.206
H: -1.82 1.31 -8.61  0.252
C: -3.10 1.59 -6.91  -0.144
H: -3.78 2.28 -7.41  0.252
C: -3.35 1.21 -5.58  -0.062
H: -4.23 1.60 -5.06  0.241
C: -2.46 0.37 -4.90  -0.269
H: -2.69 0.09 -3.87  0.217
H: 0.70 0.17 -3.66  -0.188
H: -0.57 -2.36 -3.42  0.268
C: -2.78 -2.24 1.13  -0.948
P: -1.88 -0.66 1.30  1.140
C: -3.15 0.47 1.94  -0.961
C: -0.83 -0.94 2.81  -0.348
C: -1.24 -0.78 4.15  -0.144
C: -0.34 -0.95 5.19  -0.195
C: 1.00 -1.30 4.92  -0.172
C: 1.41 -1.47 3.60  -0.197
C: 0.50 -1.27 2.54  -0.344
P: 0.93 -1.43 0.74  1.162
C: 2.70 -1.06 0.73  -0.963
C: 0.88 -3.25 0.55  -0.951
H: -2.77 -2.53 0.07  0.234
H: -3.82 -2.09 1.45  0.253
H: -2.31 -3.03 1.73  0.264
H: -4.01 -0.10 2.35  0.260
H: -2.75 1.12 2.73  0.259
H: -3.51 1.09 1.12  0.248
H: -2.29 -0.50 4.37  0.217
H: -0.66 -0.81 6.22  0.239
H: 1.70 -1.43 5.73  0.239
H: 2.45 -1.75 3.38  0.224
H: 3.27 -1.84 1.22  0.254
H: 3.03 -0.98 -0.33  0.245
H: 2.90 -0.10 1.23  0.252
H: 1.34 -3.72 1.42  0.256
H: -0.13 -3.61 0.44  0.242
H: 1.48 -3.53 -0.35  0.239


Entry 4:
# C28H37AlNO3PS2SiTe

A structure of composition C28H37AlNO3PS2SiTe (ωB97M-V/def2-TZVPD, the Open Molecules 2025 dataset).

The net charge is -2. The value obtained for the energy is -3307.641588 a.u. As for the HOMO energy: -1.3 eV. The value obtained for the HOMO-LUMO gap is 5.4 eV. The maximum force is 0.2 eV Å⁻¹. For the energy relative to the best compared isomer or geometry (same formula, charge and spin), the calculation gives 0.0000 eV.

Last column: Mulliken charge in e.
Positions of all 75 atoms, in Å:
Al: -0.33 0.92 0.78  0.346
C: 1.69 4.84 2.44  -1.456
C: 0.70 3.84 1.89  0.343
S: 1.09 2.17 2.29  -0.566
C: -0.38 4.15 1.17  0.778
C: -0.80 5.55 0.77  -1.482
S: -1.50 2.92 0.57  -0.543
H: 2.68 4.70 1.99  0.151
H: 1.82 4.69 3.52  0.268
H: 1.39 5.88 2.28  0.372
H: -0.86 5.62 -0.32  0.271
H: -0.11 6.32 1.13  0.382
H: -1.79 5.77 1.16  0.252
C: 2.36 -1.14 2.11  -1.140
Si: 0.45 -1.11 2.05  0.503
C: -0.05 -1.40 3.87  -1.166
C: 0.02 -2.76 1.17  0.358
C: -1.16 -3.47 1.42  -0.196
C: -1.47 -4.63 0.72  -0.530
C: -0.61 -5.11 -0.26  -0.588
C: 0.56 -4.41 -0.53  -0.397
C: 0.86 -3.26 0.17  -0.144
H: 2.74 -2.07 2.55  0.381
H: 2.71 -0.29 2.71  0.359
H: 2.78 -1.02 1.11  0.112
H: 0.45 -2.27 4.29  0.291
H: -1.13 -1.54 3.97  0.275
H: 0.22 -0.51 4.45  0.272
H: -1.86 -3.10 2.16  0.154
H: -2.40 -5.15 0.92  0.368
H: -0.86 -6.01 -0.82  0.339
H: 1.23 -4.77 -1.31  0.299
H: 1.77 -2.72 -0.08  0.056
C: 3.09 -2.39 -3.33  -1.043
C: 3.39 -1.02 -2.77  -0.418
O: 2.31 -0.66 -1.91  0.327
P: 1.90 0.88 -1.67  -1.121
O: 0.74 0.80 -0.72  0.843
Te: 1.59 2.06 -3.69  -0.473
O: 3.21 1.39 -0.91  -0.390
C: 3.24 2.76 -0.44  0.053
C: 4.44 3.46 -1.03  -1.436
H: 3.91 -2.73 -3.96  0.409
H: 2.18 -2.36 -3.93  0.209
H: 2.94 -3.11 -2.52  0.156
H: 3.48 -0.28 -3.57  0.315
H: 4.31 -1.01 -2.18  0.217
H: 3.26 2.71 0.65  0.160
H: 2.31 3.27 -0.72  0.409
H: 5.36 2.93 -0.76  0.319
H: 4.50 4.48 -0.64  0.396
H: 4.36 3.50 -2.12  0.265
C: -2.36 -0.29 -4.20  -0.469
C: -3.12 0.61 -3.47  -0.744
C: -2.97 0.70 -2.10  0.179
C: -2.05 -0.11 -1.42  -1.390
C: -1.29 -1.01 -2.17  0.438
C: -1.44 -1.09 -3.54  -0.677
N: -1.89 0.00 -0.02  1.693
C: -2.89 -0.52 0.75  0.365
C: -3.84 -1.45 0.28  -0.690
C: -4.78 -2.01 1.13  -0.562
C: -4.83 -1.68 2.48  -0.568
C: -3.92 -0.74 2.95  -0.722
C: -2.98 -0.16 2.12  -0.240
H: -2.46 -0.35 -5.28  0.338
H: -3.83 1.26 -3.97  0.342
H: -3.54 1.42 -1.52  0.360
H: -0.57 -1.63 -1.65  0.357
H: -0.82 -1.78 -4.11  0.334
H: -3.81 -1.75 -0.76  0.381
H: -5.48 -2.74 0.73  0.326
H: -5.56 -2.13 3.14  0.343
H: -3.95 -0.44 4.00  0.355
H: -2.32 0.60 2.51  0.332


Entry 5:
# C28H37BN19O2STl

A structure of composition C28H37BN19O2STl (ωB97M-V/def2-TZVPD, the Open Molecules 2025 dataset).

The net charge is -2. The value obtained for the energy is -2875.564581 a.u. As for the HOMO energy (alpha / beta): -2.1 / -2.1 eV. The value obtained for the HOMO-LUMO gap (alpha / beta) is 5.8 / 6.0 eV. The maximum force is 0.8 eV Å⁻¹. For the energy relative to the best compared isomer or geometry (same formula, charge and spin), the calculation gives 0.5537 eV.

Last column: Mulliken charge in e.
Positions of all 89 atoms, in Å:
Tl: 0.29 0.15 -0.48  1.333
C: -2.72 3.22 -0.22  -1.373
C: -2.08 2.90 1.09  0.584
C: -1.85 3.79 2.15  -1.572
C: -1.23 3.04 3.12  1.126
C: -0.71 3.50 4.44  -1.440
N: -1.13 1.77 2.66  1.258
N: -1.65 1.68 1.41  -0.153
B: -0.50 0.60 3.46  -1.562
N: 1.00 0.38 3.18  1.220
N: 1.46 -0.08 1.99  -0.237
C: 2.76 -0.23 2.11  0.514
C: 3.61 -0.70 0.98  -0.880
C: 3.18 0.15 3.40  -1.664
C: 2.02 0.52 4.05  1.111
C: 1.88 1.00 5.46  -1.213
N: -1.23 -0.76 3.28  0.595
N: -1.31 -1.39 2.09  0.231
C: -1.81 -2.59 2.32  0.527
C: -2.01 -3.57 1.21  -1.065
C: -2.08 -2.75 3.69  -1.340
C: -1.68 -1.56 4.27  0.738
C: -1.70 -1.19 5.72  -1.286
H: -3.77 3.49 -0.07  0.327
H: -2.22 4.06 -0.70  0.329
H: -2.67 2.38 -0.90  0.165
H: -2.05 4.85 2.18  0.360
H: -1.02 4.54 4.59  0.410
H: -1.08 2.89 5.26  0.253
H: 0.38 3.47 4.45  0.154
H: -0.59 0.90 4.62  -0.277
H: 3.01 -0.88 0.09  -0.188
H: 4.37 0.04 0.73  0.262
H: 4.11 -1.64 1.24  0.325
H: 4.18 0.16 3.80  0.387
H: 2.86 0.98 5.94  0.364
H: 1.50 2.02 5.50  0.109
H: 1.20 0.37 6.04  0.097
H: -1.28 -3.40 0.41  0.077
H: -1.89 -4.59 1.59  0.355
H: -3.01 -3.50 0.77  0.113
H: -2.47 -3.62 4.19  0.438
H: -2.15 -2.01 6.29  0.339
H: -0.70 -1.02 6.10  0.146
H: -2.28 -0.29 5.90  0.227
N: 1.46 3.59 -2.24  0.050
C: 1.68 3.48 -0.87  0.059
N: 2.24 4.49 -0.22  -0.626
N: 2.37 4.02 1.04  -0.992
N: 1.90 2.82 1.12  -0.019
N: 1.45 2.43 -0.09  0.565
C: 0.54 2.90 -3.02  0.062
N: 0.24 3.33 -4.24  -0.624
N: -0.62 2.41 -4.71  -0.815
N: -0.82 1.49 -3.82  -0.503
N: -0.09 1.77 -2.71  0.718
H: 1.65 4.51 -2.59  0.233
O: 0.48 -2.41 -0.91  0.007
O: 1.43 -3.02 -0.42  -0.254
C: 4.11 1.11 -5.33  -0.955
N: 3.61 0.34 -4.22  0.133
C: 3.59 -1.03 -4.11  -0.626
C: 2.95 -1.30 -2.93  -0.659
N: 2.58 -0.12 -2.33  0.311
C: 3.00 0.83 -3.12  -0.382
H: 5.04 0.68 -5.70  0.366
H: 4.30 2.13 -4.99  0.319
H: 3.38 1.15 -6.14  0.294
H: 4.02 -1.67 -4.86  0.431
H: 2.72 -2.25 -2.49  0.396
H: 2.86 1.89 -2.96  0.311
N: -3.86 -0.47 -0.09  -0.239
C: -3.86 -1.11 -1.28  0.428
S: -2.56 -1.13 -2.29  -0.308
N: -5.11 -1.64 -1.54  -0.146
C: -5.57 -2.55 -2.49  0.915
C: -6.94 -2.83 -2.49  -0.449
C: -7.49 -3.74 -3.38  -0.489
C: -6.68 -4.40 -4.29  -0.479
C: -5.32 -4.12 -4.30  -0.660
C: -4.75 -3.21 -3.42  -0.499
H: -2.97 -0.13 0.28  -0.169
H: -4.49 -0.78 0.63  0.280
H: -5.84 -1.30 -0.93  0.201
H: -7.58 -2.32 -1.78  0.279
H: -8.55 -3.93 -3.35  0.332
H: -7.10 -5.11 -4.99  0.357
H: -4.67 -4.62 -5.01  0.350
H: -3.70 -2.99 -3.44  0.272


Entry 6:
# C28H37N3O5

The molecule C28H37N3O5 (ωB97M-V/def2-TZVPD, the Open Molecules 2025 dataset).

The net charge is 0. The value obtained for the energy is -1629.672597 a.u. As for the HOMO energy: -8.2 eV. The value obtained for the HOMO-LUMO gap is 8.8 eV. The maximum force is 0.7 eV Å⁻¹. For the energy relative to the best compared isomer or geometry (same formula, charge and spin), the calculation gives 0.3383 eV.

Last column: natural (NBO) charge in e.
Positions of all 73 atoms, in Å:
C: 0.14 -4.13 -1.25  -0.620
C: -1.05 -3.30 -0.77  -0.413
C: -1.85 -2.67 -1.91  -0.401
C: -1.03 -1.71 -2.78  -0.220
N: -0.47 -0.60 -2.05  -0.421
C: 0.86 -0.44 -1.84  0.714
O: 1.73 -1.20 -2.19  -0.642
C: 1.06 0.88 -1.12  -0.332
C: 2.05 1.86 -1.74  -0.322
C: 3.23 2.17 -0.84  0.694
O: 3.46 3.28 -0.41  -0.608
N: 3.96 1.05 -0.60  -0.607
C: 5.11 0.89 0.18  0.175
C: 5.73 1.95 0.83  -0.277
C: 6.87 1.71 1.58  -0.168
C: 7.40 0.43 1.69  -0.354
C: 6.78 -0.63 1.04  0.394
O: 7.21 -1.92 1.07  -0.509
C: 8.36 -2.23 1.81  -0.253
C: 5.64 -0.39 0.28  -0.314
C: 1.09 3.04 -2.07  0.068
C: 0.56 3.59 -0.76  -0.184
C: -0.33 2.72 -0.33  -0.227
C: -0.29 1.61 -1.36  0.237
O: -0.04 2.33 -2.56  -0.504
C: -1.30 0.48 -1.55  -0.138
C: -1.90 0.16 -0.17  0.685
O: -1.25 -0.39 0.69  -0.633
N: -3.17 0.58 -0.01  -0.616
C: -3.89 0.49 1.25  -0.052
C: -4.41 1.87 1.66  -0.402
C: -5.80 2.12 1.10  -0.405
C: -6.81 1.15 1.72  -0.398
C: -6.15 -0.18 2.09  -0.402
C: -5.03 -0.54 1.12  -0.219
C: -4.51 -1.95 1.37  -0.602
H: 0.58 -4.66 -0.42  0.211
H: -0.18 -4.85 -2.00  0.192
H: 0.90 -3.49 -1.68  0.225
H: -1.73 -3.94 -0.20  0.199
H: -0.70 -2.52 -0.10  0.229
H: -2.23 -3.45 -2.57  0.208
H: -2.70 -2.13 -1.50  0.193
H: -0.18 -2.23 -3.22  0.237
H: -1.66 -1.31 -3.58  0.194
H: 1.24 0.69 -0.06  0.261
H: 2.43 1.45 -2.69  0.249
H: 3.63 0.20 -1.03  0.419
H: 5.33 2.95 0.75  0.251
H: 7.36 2.53 2.09  0.213
H: 8.29 0.28 2.28  0.217
H: 8.50 -3.31 1.70  0.200
H: 8.22 -2.00 2.88  0.176
H: 9.24 -1.71 1.44  0.175
H: 5.17 -1.22 -0.22  0.220
H: 1.46 3.75 -2.80  0.217
H: 0.92 4.49 -0.31  0.238
H: -0.90 2.69 0.58  0.228
H: -2.06 0.74 -2.28  0.220
H: -3.64 1.05 -0.77  0.396
H: -3.16 0.13 1.98  0.236
H: -4.45 1.94 2.75  0.209
H: -3.71 2.64 1.31  0.215
H: -5.78 2.00 0.01  0.184
H: -6.11 3.15 1.29  0.217
H: -7.26 1.59 2.61  0.206
H: -7.62 0.97 1.01  0.204
H: -6.90 -0.98 2.10  0.215
H: -5.73 -0.12 3.10  0.197
H: -5.43 -0.49 0.10  0.192
H: -5.27 -2.69 1.14  0.208
H: -3.63 -2.15 0.75  0.219
H: -4.22 -2.07 2.41  0.207